Record 1
Below is a single C9H11ClNOPS molecule, with properties calculated with ωB97M-V with the def2-TZVPD basis set.

Geometry as XYZ:
```
25
Properties=species:S:1:pos:R:3:forces:R:3:nbo_charge:R:1
C -3.0877 -2.2980 -0.1829 0.2 -0.4 0.1 -0.21
C -3.0690 -0.9700 0.2025 1.6 1.2 0.9 -0.21
C -1.8605 -2.9765 -0.4054 -1.6 0.4 0.1 -0.19
C -1.8035 -0.3553 0.4782 -3.0 0.3 -1.1 -0.18
C -0.6793 -2.3158 -0.1745 2.9 -3.8 -1.6 -0.22
C -0.6273 -1.0490 0.2943 0.5 2.6 0.7 0.08
C 0.6608 1.6789 -1.0017 -3.5 -1.8 -2.0 -0.17
C 1.8463 2.0380 -0.3447 2.8 3.5 1.2 -0.02
C 1.6268 2.9291 0.9851 0.4 -0.6 0.9 -0.64
N 0.5018 -0.2881 0.5527 0.1 0.6 -0.7 -0.80
O 2.6495 0.9066 -0.0944 0.1 0.1 0.3 -0.81
P 2.0690 -0.5802 0.2571 1.3 1.2 0.2 1.64
S 3.1928 -1.3726 1.5867 -0.5 -0.3 -0.1 -0.48
Cl 2.3802 -1.3515 -1.6001 -0.3 -0.5 -0.4 -0.29
H -4.0403 -2.8172 -0.3001 0.3 0.1 -0.2 0.22
H -3.9441 -0.3228 0.3585 0.2 -0.7 -0.3 0.22
H -1.9212 -3.9960 -0.7898 0.4 0.3 0.2 0.22
H -1.8000 0.7438 0.5332 0.2 -0.7 0.6 0.21
H 0.3284 -2.8642 -0.4463 -2.2 1.1 0.8 0.23
H -0.3230 2.2805 -1.0740 2.0 -0.9 0.5 0.22
H 0.7374 0.8437 -1.7457 -0.1 1.0 0.6 0.22
H 2.5333 2.7910 -1.0404 -1.6 -1.9 1.2 0.25
H 1.9124 2.1966 1.8928 -0.4 2.1 -1.9 0.25
H 0.5431 3.1744 1.1150 0.8 -0.3 -0.2 0.21
H 2.1740 3.9746 0.9439 -0.7 -2.5 0.3 0.23
```
Positions in Å, forces in eV/Å.

## Properties
highest occupied orbital energy (spin up / spin down) = -8.644 / -8.278 eV
Kohn-Sham gap (spin up / spin down) = 7.650 / 5.910 eV
relative energy (zero: lowest compared OMol25 entry of this formula, charge and spin) = 272.99 kJ/mol

=====

Record 2
Below is a molecular structure, C9H11ClO3Zr, with properties calculated with ωB97M-V with the def2-TZVPD basis set.

Geometry as XYZ:
```
25
Properties=species:S:1:pos:R:3:forces:R:3:nbo_charge:R:1
Cl 0.1200 2.7840 -0.8376 0.2 -2.7 1.5 -0.31
C -1.8752 -0.7084 -1.4121 -0.1 -0.1 -0.1 -0.34
C -1.0481 -1.8266 -1.1669 0.0 -0.2 -0.2 -0.28
C 0.2029 -1.5956 -1.7978 -0.1 0.1 -0.1 -0.36
H -1.3132 -2.6987 -0.5937 -0.1 -0.1 0.0 0.28
C 0.1574 -0.3264 -2.4252 0.3 -0.4 -0.4 -0.08
C -1.1412 0.2028 -2.2027 0.0 0.2 0.6 -0.20
H -1.4592 1.1881 -2.4912 -0.1 0.1 -0.2 0.30
H -2.8822 -0.5719 -1.0554 -0.2 0.0 0.0 0.29
H 1.0474 -2.2647 -1.7916 0.2 -0.2 -0.1 0.28
C 1.2360 0.3212 -3.2203 0.2 0.3 0.0 -0.65
Zr 0.0000 0.0000 0.0000 -4.9 -4.0 -9.6 1.64
C 1.8111 0.5926 0.4409 14.1 4.2 2.4 0.37
O 2.9097 0.8641 0.7228 -5.4 -1.2 -1.2 -0.17
C -0.8965 0.9624 1.4526 -7.5 8.3 10.2 0.38
O -1.4130 1.6009 2.2809 2.7 -3.3 -4.0 -0.16
H 2.2185 0.0729 -2.8224 0.1 -0.1 -0.1 0.23
H 1.1196 1.4031 -3.1904 0.0 0.0 -0.1 0.26
H 1.2060 0.0002 -4.2651 -0.1 0.0 0.1 0.29
C 0.4035 -1.3645 2.6152 0.3 -0.1 3.2 -0.30
O 0.0824 -1.7300 1.2953 1.3 -0.7 -1.2 -0.71
H -0.5200 -1.0678 3.1530 0.5 -0.2 -0.4 0.24
H 1.1509 -0.5492 2.6487 -0.2 -0.2 0.1 0.19
H 0.8173 -2.2401 3.1632 -0.2 0.6 -0.3 0.27
H 0.8620 -2.2470 0.9634 -1.0 -0.3 0.1 0.54
```
Positions in Å, forces in eV/Å.

## Properties
highest occupied orbital energy = -17.475 eV
Kohn-Sham gap = 5.440 eV
relative energy (zero: lowest compared OMol25 entry of this formula, charge and spin) = 450.48 kJ/mol
total charge = +2

=====

Record 3
Below is a single C9H11ClS molecule, with properties calculated with ωB97M-V with the def2-TZVPD basis set.

Geometry as XYZ:
```
22
Properties=species:S:1:pos:R:3:forces:R:3:nbo_charge:R:1
C 2.3465 -0.2420 1.5062 0.3 -1.3 0.2 -0.61
C 1.1611 0.1257 0.6910 0.4 -1.1 -0.6 -0.23
C 1.1860 -0.0099 -0.7991 -3.2 -0.9 1.9 -0.21
C 0.7905 1.1266 -1.6382 0.0 2.1 -0.4 -0.63
C 0.1526 -0.8066 0.0836 1.6 -0.4 -0.6 -0.03
Cl 0.5641 -2.5579 0.1774 -0.1 0.1 0.1 -0.06
C -1.2968 -0.5800 0.0739 -1.3 -0.4 -0.7 -0.26
C -2.1527 -0.9829 -0.9531 0.9 1.3 0.7 -0.22
C -3.5330 -0.7068 -0.6608 3.7 0.9 1.7 -0.24
C -3.6765 -0.0645 0.5315 -0.1 -0.8 0.4 -0.43
S -2.2262 0.0668 1.3800 1.0 0.1 0.1 0.48
H 2.7912 -1.1486 1.1185 0.2 -0.3 -0.2 0.22
H 2.1165 -0.4806 2.5386 -0.2 0.2 0.3 0.22
H 3.1352 0.4893 1.4909 0.1 0.6 -0.1 0.22
H 0.6792 0.9459 1.0577 -1.3 2.5 0.8 0.21
H 1.9759 -0.6279 -1.0448 1.4 -1.1 -1.1 0.22
H -0.0443 1.7163 -1.1740 0.5 -0.7 -0.3 0.22
H 0.4912 0.9886 -2.7582 1.1 0.1 2.1 0.23
H 1.7067 1.7428 -1.3586 -1.0 0.2 -1.8 0.23
H -1.6543 -1.2301 -1.8990 -0.8 -0.4 0.3 0.23
H -4.2910 -0.8463 -1.2887 -3.0 -0.8 -2.5 0.21
H -4.5671 0.1508 1.0905 -0.3 0.2 -0.2 0.24
```
Positions in Å, forces in eV/Å.

## Properties
highest occupied orbital energy = -8.765 eV
Kohn-Sham gap = 9.530 eV
relative energy (zero: lowest compared OMol25 entry of this formula, charge and spin) = 0.00 kJ/mol

=====

Record 4
Below is a single C9H11ClSSi molecule, with properties calculated with ωB97M-V with the def2-TZVPD basis set.

Geometry as XYZ:
```
23
Properties=species:S:1:pos:R:3:forces:R:3:nbo_charge:R:1
C -1.4949 0.3563 -1.4671 -0.9 0.0 -1.3 -1.17
Si -1.2866 0.8508 0.3577 1.5 -1.1 -0.1 1.63
C -1.6296 2.6333 0.6348 -0.2 -0.7 -1.8 -1.16
Cl -2.6672 -0.2773 1.4112 -0.2 0.1 0.1 -0.40
C 0.4686 0.1807 1.3377 -2.4 1.3 0.8 -0.61
C 1.6829 0.8405 0.9560 0.6 1.6 -0.9 -0.21
C 2.2856 0.1956 -0.0639 -0.5 -0.7 0.9 -0.22
C 1.5908 -1.0860 -0.1991 0.4 -0.2 -0.9 -0.13
C 1.5755 -2.2685 -1.0434 -0.8 0.8 2.5 -0.25
C 0.6531 -3.1342 -0.5390 0.6 0.6 -0.4 -0.40
S -0.2549 -2.6488 0.8363 0.9 1.6 -0.6 0.41
C 0.6438 -1.1011 0.7835 -1.5 -3.5 -1.1 -0.16
H -2.3642 0.9471 -2.0132 1.1 -1.4 1.6 0.26
H -0.7085 0.5856 -2.2143 0.2 -0.2 0.9 0.26
H -1.6555 -0.7688 -1.4949 -0.1 1.4 -0.1 0.26
H -1.6070 3.1259 -0.3631 -0.2 0.0 0.9 0.25
H -2.5502 2.7072 1.1545 -1.2 0.3 0.1 0.26
H -0.9160 3.0092 1.2865 1.6 1.1 1.0 0.25
H 0.2032 0.2555 2.3706 -0.3 0.1 0.7 0.25
H 2.0110 1.7112 1.4845 0.2 0.6 -0.2 0.21
H 3.2012 0.4837 -0.4934 0.9 0.2 -0.7 0.22
H 2.2953 -2.5229 -1.7658 0.5 -0.2 -1.0 0.22
H 0.5234 -4.0751 -0.9562 -0.4 -1.7 -0.4 0.22
```
Positions in Å, forces in eV/Å.

## Properties
highest occupied orbital energy = -8.025 eV
Kohn-Sham gap = 8.724 eV
relative energy (zero: lowest compared OMol25 entry of this formula, charge and spin) = 46.00 kJ/mol

=====

What did the third record say?
Below is a single C9H11ClS molecule, with properties calculated with ωB97M-V with the def2-TZVPD basis set.

Geometry as XYZ:
```
22
Properties=species:S:1:pos:R:3:forces:R:3:nbo_charge:R:1
C 2.3465 -0.2420 1.5062 0.3 -1.3 0.2 -0.61
C 1.1611 0.1257 0.6910 0.4 -1.1 -0.6 -0.23
C 1.1860 -0.0099 -0.7991 -3.2 -0.9 1.9 -0.21
C 0.7905 1.1266 -1.6382 0.0 2.1 -0.4 -0.63
C 0.1526 -0.8066 0.0836 1.6 -0.4 -0.6 -0.03
Cl 0.5641 -2.5579 0.1774 -0.1 0.1 0.1 -0.06
C -1.2968 -0.5800 0.0739 -1.3 -0.4 -0.7 -0.26
C -2.1527 -0.9829 -0.9531 0.9 1.3 0.7 -0.22
C -3.5330 -0.7068 -0.6608 3.7 0.9 1.7 -0.24
C -3.6765 -0.0645 0.5315 -0.1 -0.8 0.4 -0.43
S -2.2262 0.0668 1.3800 1.0 0.1 0.1 0.48
H 2.7912 -1.1486 1.1185 0.2 -0.3 -0.2 0.22
H 2.1165 -0.4806 2.5386 -0.2 0.2 0.3 0.22
H 3.1352 0.4893 1.4909 0.1 0.6 -0.1 0.22
H 0.6792 0.9459 1.0577 -1.3 2.5 0.8 0.21
H 1.9759 -0.6279 -1.0448 1.4 -1.1 -1.1 0.22
H -0.0443 1.7163 -1.1740 0.5 -0.7 -0.3 0.22
H 0.4912 0.9886 -2.7582 1.1 0.1 2.1 0.23
H 1.7067 1.7428 -1.3586 -1.0 0.2 -1.8 0.23
H -1.6543 -1.2301 -1.8990 -0.8 -0.4 0.3 0.23
H -4.2910 -0.8463 -1.2887 -3.0 -0.8 -2.5 0.21
H -4.5671 0.1508 1.0905 -0.3 0.2 -0.2 0.24
```
Positions in Å, forces in eV/Å.

## Properties
highest occupied orbital energy = -8.765 eV
Kohn-Sham gap = 9.530 eV
relative energy (zero: lowest compared OMol25 entry of this formula, charge and spin) = 0.00 kJ/mol

=====

What is the formula in the fourth record? C9H11ClSSi

=====

What is the formula in the first record? C9H11ClNOPS